1.
DFT (wB97M-V/def2-TZVPD) results for a 3-piece molecular cluster, C4H12NOP overall.

Summary:
**Gap between HOMO and LUMO**: 8.5 eV
**DFT total energy**: -630.861166 hartree
**ΔE to the lowest compared entry with this formula, charge and spin**: 418.6 kJ/mol

Last column: Mulliken charge in e.
Positions of all 19 atoms, in Å:
C 3.068 -0.148 2.893  -0.367
C -2.846 1.506 -1.226  -1.093
C 3.854 0.876 3.078  -0.381
C -1.846 0.344 -0.919  -0.337
N -0.389 -2.280 -2.981  -0.617
O -1.523 0.300 1.897  -0.405
P -0.820 0.555 0.672  0.293
H -0.533 -2.759 -2.064  0.219
H 3.227 -1.170 3.257  0.205
H 2.144 -0.260 2.269  0.052
H -2.746 1.620 -2.326  0.296
H -3.745 1.173 -0.867  0.307
H -2.667 2.447 -0.747  0.361
H 4.587 0.668 3.774  0.250
H 3.624 1.729 2.486  0.242
H -1.208 0.280 -1.821  0.191
H -2.456 -0.600 -0.937  0.374
H 0.174 -2.812 -3.615  0.214
H 0.102 -1.472 -2.822  0.195


2.
DFT (wB97M-V/def2-TZVPD) results for a 2-piece molecular cluster, C4H12NOS overall.

Summary:
**Net charge**: -1
**Gap between HOMO and LUMO**: 5.9 eV
**DFT total energy**: -687.750637 hartree
**ΔE to the lowest compared entry with this formula, charge and spin**: 203.2 kJ/mol

Last column: Mulliken charge in e.
Positions of all 19 atoms, in Å:
C -0.540 0.831 -0.285  -0.150
C -0.458 2.304 0.060  -0.976
S 0.086 2.922 1.756  -0.696
C 0.888 0.344 -0.440  -0.758
N 0.925 -1.028 -0.295  -0.274
C 0.903 -1.318 1.235  -0.846
H -1.022 0.820 -1.308  0.184
H -1.179 0.186 0.286  0.222
H 0.063 3.062 -0.603  0.223
H -1.612 2.647 -0.005  0.224
H 1.541 0.981 0.156  0.330
H 1.279 0.659 -1.414  0.435
H 1.758 -1.450 -0.690  0.232
H -0.025 -0.987 1.644  0.305
H 0.864 -2.428 1.540  0.294
H 1.865 -0.951 1.769  0.288
H -1.090 -1.939 -1.478  0.334
H -2.385 -2.118 -0.659  0.302
O -1.860 -2.537 -1.269  -0.674


3.
DFT (wB97M-V/def2-TZVPD) results for a 2-piece molecular cluster, C4H12NOS overall.

Summary:
**Net charge**: -1
**Gap between HOMO and LUMO**: 5.7 eV
**DFT total energy**: -687.760963 hartree
**ΔE to the lowest compared entry with this formula, charge and spin**: 176.1 kJ/mol

Last column: Mulliken charge in e.
Positions of all 19 atoms, in Å:
C -0.832 -0.633 -1.414  -0.477
N 0.032 -0.297 -0.203  -0.220
C 1.080 0.709 -0.440  -0.514
C 1.929 0.492 0.734  -0.565
S 3.649 0.577 0.712  -0.646
C -1.788 -1.675 -0.898  -1.123
H -1.356 0.195 -1.853  0.362
H -0.187 -1.020 -2.218  0.289
H 0.460 -1.116 0.124  0.184
H 0.511 1.619 -0.640  0.363
H 1.745 0.458 -1.306  0.340
H 1.756 -0.392 1.274  0.130
H 1.554 1.365 1.339  -0.028
H -2.383 -1.299 -0.086  0.288
H -2.547 -1.812 -1.718  0.345
H -1.470 -2.691 -0.707  0.319
H -0.296 2.422 2.824  0.334
H -0.818 1.286 1.826  0.345
O -1.039 1.815 2.650  -0.726


4.
DFT (wB97M-V/def2-TZVPD) results for a 2-piece molecular cluster, C4H12NOS overall.

Summary:
**Net charge**: +1
**Gap between HOMO and LUMO**: 7.1 eV
**DFT total energy**: -687.343060 hartree
**ΔE to the lowest compared entry with this formula, charge and spin**: 531.6 kJ/mol

Last column: Mulliken charge in e.
Positions of all 19 atoms, in Å:
C -1.440 -0.807 0.382  -0.675
O -1.380 -2.125 -0.228  -0.545
C -0.075 -0.363 0.787  0.278
C 0.108 1.161 0.846  -1.073
C 0.445 1.899 -0.519  -0.827
S 0.884 0.793 -1.828  0.015
N 0.456 -1.068 1.981  -0.212
H -1.455 -0.166 -0.534  0.293
H -2.381 -0.661 0.947  0.365
H -1.555 -2.167 -1.190  0.337
H 0.582 -0.748 -0.002  0.213
H -0.871 1.524 1.216  0.420
H 0.812 1.570 1.607  0.398
H -0.543 2.360 -0.743  0.361
H 1.177 2.772 -0.405  0.349
H 2.133 0.776 0.050  0.161
H 1.421 -0.739 2.194  0.395
H 0.561 -2.075 2.022  0.360
H -0.060 -0.822 2.868  0.387


5.
DFT (wB97M-V/def2-TZVPD) results for a 2-piece molecular cluster, C4H12NOS overall.

Summary:
**Net charge**: +1
**Gap between HOMO and LUMO**: 9.9 eV
**DFT total energy**: -687.465259 hartree
**ΔE to the lowest compared entry with this formula, charge and spin**: 210.7 kJ/mol

Last column: Mulliken charge in e.
Positions of all 19 atoms, in Å:
C 0.640 -0.065 2.041  -1.317
C 0.395 1.406 -0.698  -1.210
C -0.731 0.008 1.334  -0.428
C -0.740 0.650 -0.040  0.829
N -1.847 0.434 -0.671  -0.250
O 0.150 -1.252 -1.140  -0.424
S 0.907 -2.117 -2.041  0.008
H 0.401 -0.542 2.958  0.411
H 1.386 -0.552 1.446  0.298
H 1.021 0.891 2.371  0.367
H 1.247 0.784 -0.625  0.303
H 0.183 1.761 -1.727  0.401
H 0.730 2.322 -0.028  0.316
H -1.115 -1.042 1.221  0.364
H -1.647 0.458 1.809  0.431
H -2.670 0.043 -0.363  0.210
H 1.927 -2.560 -1.254  0.194
H -1.985 0.859 -1.658  0.298
H 1.747 -1.485 -2.935  0.200


6.
DFT (wB97M-V/def2-TZVPD) results for an isolated ion of composition C4H12NOS and charge +1.

Summary:
**Net charge**: +1
**Gap between HOMO and LUMO**: 10.6 eV
**DFT total energy**: -687.425680 hartree
**ΔE to the lowest compared entry with this formula, charge and spin**: 314.6 kJ/mol

Last column: Mulliken charge in e.
Positions of all 19 atoms, in Å:
C 1.641 0.593 0.068  -1.109
C 1.248 -1.793 -0.001  -0.988
C -1.139 0.927 -1.629  -1.018
C -1.499 0.591 1.466  -0.962
N 0.672 -0.443 0.139  0.046
O -1.495 -1.373 -0.292  -0.632
S -0.915 -0.095 -0.122  1.252
H 2.353 0.433 1.033  0.326
H 2.221 0.715 -0.802  0.356
H 1.192 1.565 0.276  0.404
H 1.886 -1.955 -0.836  0.371
H 1.818 -2.132 0.877  0.337
H 0.532 -2.577 -0.051  0.348
H -0.892 0.212 -2.442  0.359
H -0.598 1.861 -1.504  0.403
H -2.124 1.291 -1.695  0.430
H -0.619 0.428 2.183  0.336
H -2.476 0.077 1.850  0.377
H -1.807 1.673 1.484  0.364